Record 1
14
Properties=species:S:1:pos:R:3 method="wB97M-V/def2-TZVPD" molar_mass_g_mol=88.11 homo_energy_ev=-8.6132 e_tot_ev=-8368.176 de_lowest_kcal_mol=117.8
C -1.1236 -0.6940 1.8063
O -0.6774 0.1080 0.7438
C 0.6303 -0.2149 0.3408
C 0.9682 0.6582 -0.8541
C 0.0813 0.3470 -2.0214
O -0.3844 1.3670 -2.6837
H -2.1410 -0.3783 2.0476
H -0.4891 -0.5728 2.6986
H -1.1346 -1.7604 1.5313
H 0.6932 -1.2778 0.0541
H 1.3435 -0.0451 1.1645
H 1.9980 0.4484 -1.1772
H 0.8851 1.7276 -0.6140
H -0.6494 0.2870 -3.0366

***

Record 2
23
Properties=species:S:1:pos:R:3 method="wB97M-V/def2-TZVPD" molar_mass_g_mol=194.26 homo_energy_ev=-8.2911 e_tot_ev=-25461.415 de_lowest_kcal_mol=29.4
C -3.1325 -0.3036 0.8202
C -3.0737 1.0021 0.4031
C -2.0130 -1.0851 0.4830
C -1.9460 1.4991 -0.1800
C -0.9008 -0.6187 -0.1967
C -0.8916 0.7233 -0.5178
C 2.1226 0.1287 0.6185
C 0.3152 -1.4010 -0.5204
C 1.4392 -0.3018 -0.6833
C 3.2569 1.0672 0.4248
O 1.6755 -0.1663 1.6857
O 0.1528 -2.1644 -1.6088
S 0.6269 1.2689 -1.1965
H -3.8916 -0.7698 1.4492
H -3.8983 1.6913 0.4161
H -1.8878 -2.1563 0.8591
H -2.0904 2.4824 -0.5219
H 0.4949 -1.9953 0.4063
H 2.1111 -0.5413 -1.4455
H 4.2905 0.6168 0.2244
H 3.2441 1.6945 1.2725
H 2.9346 1.7967 -0.3373
H 1.0612 -2.4673 -1.8545

***

Record 3
18
Properties=species:S:1:pos:R:3 method="wB97M-V/def2-TZVPD" molar_mass_g_mol=88.15 homo_energy_ev=-8.4516 e_tot_ev=-7425.183 de_lowest_kcal_mol=49.1
C 0.3186 -0.6171 1.9951
C 0.1554 -0.5544 0.5436
C 1.1109 -0.0020 -0.2355
C 1.0110 0.1516 -1.6681
C -1.1207 -1.1454 0.0630
H 0.1448 0.3670 2.5105
H 1.4124 -0.9992 2.2805
H -0.4543 -1.3762 2.4497
H 2.0595 0.4588 0.1638
H -0.0031 0.3318 -2.0622
H 1.6908 1.0075 -1.9442
H 1.3665 -0.6356 -2.1771
H -1.1881 -2.3002 0.3636
H -1.4635 -1.1138 -1.0199
H -1.9095 -0.6963 0.7510
H -1.1722 2.2004 -1.5140
H -0.6236 2.6979 -0.0702
O -1.3350 2.2251 -0.4298

***

Record 4
11
Properties=species:S:1:pos:R:3 method="wB97M-V/def2-TZVPD" molar_mass_g_mol=83.09 homo_energy_ev=-10.1869 e_tot_ev=-7760.190 de_lowest_kcal_mol=146.1
C -0.9204 0.8001 -1.4008
C 1.0478 -1.5456 0.4154
C 0.5442 -0.9875 1.4686
C -1.1111 1.6065 0.2737
N -0.4902 1.9547 -1.0166
O -1.7205 0.3906 -0.3340
H 0.6785 -2.3969 -0.0816
H 1.8917 -1.1111 -0.0928
H -0.7440 -0.0039 -2.1763
H -0.3490 1.0904 1.0030
H -1.9409 2.2458 0.7066

***

Record 5
45
Properties=species:S:1:pos:R:3 method="wB97M-V/def2-TZVPD" molar_mass_g_mol=404.32 homo_energy_ev=-13.0469 e_tot_ev=-41769.357 charge=+1
F 0.3693 1.8770 -4.4692
C -0.6867 1.0264 -4.2588
C -0.3026 0.0001 -3.1838
C -1.2532 -0.0545 -2.0412
C -2.5532 0.3429 -1.9433
N -2.9560 0.0781 -0.6684
C -1.9738 -0.4812 0.0135
N -0.9226 -0.5732 -0.8068
C 0.3313 -1.1163 -0.3650
C 1.4688 -0.3262 -0.3136
C 2.6602 -0.8640 0.1535
N 2.7683 -2.1361 0.5430
C 1.6683 -2.8798 0.4807
C 0.4216 -2.4371 0.0485
H -0.9120 0.5200 -5.1936
H -1.5504 1.6250 -3.9810
H 0.6699 0.3101 -2.8118
H -0.1764 -0.9703 -3.6548
H -3.1651 0.7762 -2.7044
H -3.8705 0.2852 -0.2877
H -1.9749 -0.8104 1.0339
H 1.4324 0.7081 -0.6234
H 3.5323 -0.2332 0.2174
H 1.7592 -3.9117 0.7891
H -0.4335 -3.0925 0.0374
C -3.8289 4.0701 -1.7163
C -3.5458 5.1222 -0.6646
O -4.3442 4.6822 0.4274
C -4.4864 3.3440 0.3254
O -4.8682 2.6152 1.1770
O -4.1053 2.9118 -0.9082
F -3.9481 6.3466 -1.0519
H -4.7112 4.3192 -2.3059
H -2.9872 3.8903 -2.3809
H -2.5038 5.1736 -0.3436
C 4.5644 -3.2342 3.1813
C 4.8788 -2.1374 4.1706
O 4.1327 -2.5286 5.3049
C 4.0070 -3.8911 5.2698
O 3.6496 -4.5585 6.1745
O 4.3478 -4.3582 4.0413
F 4.4372 -0.9248 3.7393
H 3.6563 -3.0200 2.6261
H 5.3725 -3.4315 2.4818
H 5.9321 -2.0536 4.4419

***

Record 6
2
Properties=species:S:1:pos:R:3 method="wB97M-V/def2-TZVPD" molar_mass_g_mol=64.13 homo_energy_ev=-9.9864 e_tot_ev=-21663.931 de_lowest_kcal_mol=116.8
S 0.0000 0.0000 1.4596
S 0.0000 0.0000 -1.4596

***

Record 7
14
Properties=species:S:1:pos:R:3 method="wB97M-V/def2-TZVPD" molar_mass_g_mol=99.11 homo_energy_ev=-14.5655 e_tot_ev=-9279.698 de_lowest_kcal_mol=71.3 charge=+1
C -1.2064 1.2448 0.0791
C 0.0316 1.1925 -0.5311
C -1.8094 -0.0534 0.0791
C 0.4563 -0.2297 -0.7762
N -0.5226 -1.0527 -0.7600
N 1.4334 -0.5373 0.6678
O -2.8196 -0.5702 0.3837
H -1.6992 2.0191 0.4144
H 0.6030 2.0311 -0.6637
H 1.3473 -0.3719 -1.3558
H -0.6909 -2.0839 -0.5028
H 1.8570 -1.3892 0.8794
H 0.8212 -0.3689 1.4471
H 2.1985 0.1697 0.6388

***

Record 8
192
Properties=species:S:1:pos:R:3 method="wB97M-V/def2-TZVPD" molar_mass_g_mol=1039.54 homo_energy_ev=-8.3641 e_tot_ev=-93132.048 de_lowest_kcal_mol=85.7
C -6.2875 -9.5695 -0.9578
O -6.4912 -10.5220 -0.2109
N -6.4376 -9.6819 -2.2807
N -5.8916 -8.3790 -0.5382
H -6.4410 -8.7775 -2.7303
H -6.6684 -10.5328 -2.7735
H -5.7697 -7.7159 -1.2902
H -5.8300 -8.0991 0.4303
C -1.2712 -10.2622 5.0863
O -2.0351 -9.2202 4.4863
C -2.0705 -9.3458 3.0693
C -3.1120 -8.3390 2.4320
N -2.5652 -7.0143 2.2755
C -3.3959 -6.1973 1.3986
C -4.8466 -6.0464 1.9531
O -5.7166 -7.1624 1.8576
C -6.9440 -6.8857 2.4935
H -1.2536 -10.2701 6.1761
H -0.2762 -10.2712 4.6414
H -1.7482 -11.2157 4.8594
H -2.2919 -10.3645 2.7509
H -1.0757 -9.2048 2.6468
H -4.0058 -8.3708 3.0550
H -3.4368 -8.7085 1.4593
H -1.6219 -7.1187 1.9300
H -3.4434 -6.5503 0.3684
H -2.9989 -5.1829 1.3601
H -5.3284 -5.1860 1.4888
H -4.6822 -5.7504 2.9892
H -7.4111 -5.9820 2.1021
H -6.7508 -6.7063 3.5511
H -7.6557 -7.7109 2.4677
C -9.5355 -4.3588 2.8972
O -9.2382 -3.0892 3.4458
C -7.9438 -2.9699 3.9331
C -7.6846 -1.5219 4.3220
N -6.3787 -1.2152 4.8756
C -6.0114 -1.9502 6.0326
C -7.0433 -1.9846 7.1500
O -7.1833 -0.7356 7.8836
C -7.9634 -0.8355 9.0977
H -9.4884 -5.1549 3.6402
H -8.9123 -4.5888 2.0330
H -10.5698 -4.2044 2.5898
H -7.2094 -3.2873 3.1928
H -7.8576 -3.5518 4.8507
H -8.4786 -1.2719 5.0256
H -7.7370 -1.0405 3.3455
H -6.2913 -0.2737 5.2307
H -5.0170 -1.6457 6.3592
H -5.8756 -2.9842 5.7154
H -6.8235 -2.8844 7.7246
H -8.0608 -2.0861 6.7724
H -8.3766 0.0930 9.4918
H -7.1915 -1.1266 9.8101
H -8.7537 -1.5860 9.0869
C 0.9384 -6.9332 3.0320
C 1.4059 -7.8160 1.8252
C 1.7310 -7.1721 0.4284
O 0.4817 -6.6701 -0.0990
C -0.1223 -7.5806 -0.9143
N 2.5493 -8.5449 2.3494
H 0.7415 -7.6212 3.8543
H 0.0826 -6.3058 2.7830
H 1.6826 -6.2301 3.4061
H 0.6598 -8.5896 1.6439
H 2.1295 -7.9095 -0.2683
H 2.5251 -6.4536 0.6314
H 0.4772 -7.9312 -1.7544
H -1.0509 -7.1468 -1.2854
H -0.5645 -8.4093 -0.3613
H 3.3006 -8.0299 2.7858
H 2.2653 -9.0398 3.1828
C 1.5722 -12.6998 -1.3414
C 0.7241 -11.8244 -0.4383
C -0.8118 -11.9640 -0.6876
O -1.5576 -10.8971 -0.0638
C -2.9856 -11.1147 -0.3186
N 0.8996 -12.3511 0.8804
H 2.6166 -12.7118 -1.0298
H 1.6668 -12.2360 -2.3232
H 1.1820 -13.7130 -1.4370
H 0.9811 -10.7652 -0.4294
H -1.2177 -12.9580 -0.4997
H -0.9364 -11.7058 -1.7393
H -3.5092 -10.3517 0.2574
H -3.2319 -12.0920 0.0965
H -3.3001 -10.9705 -1.3523
H 1.6689 -11.8776 1.3322
H 0.0248 -12.0694 1.2993
C -3.4324 -2.1643 2.2104
C -2.8891 -1.5303 3.5088
C -1.4320 -1.1452 3.4207
O -0.5056 -2.0148 2.7874
C -0.5998 -3.3780 3.1601
N -3.7816 -0.4045 3.7077
H -4.3264 -2.7855 2.2645
H -2.6239 -2.7635 1.7914
H -3.5362 -1.4735 1.3737
H -2.9127 -2.2575 4.3204
H -1.1128 -0.9772 4.4493
H -1.3234 -0.1892 2.9086
H 0.0044 -3.5739 4.0459
H -0.1787 -3.9673 2.3456
H -1.5956 -3.7414 3.4140
H -4.7275 -0.7416 3.8162
H -3.5927 0.0300 4.5997
C -5.2598 -11.6554 2.4150
C -6.4959 -11.9950 3.2735
C -6.2621 -11.4748 4.7235
O -5.2873 -12.3127 5.3758
C -5.1879 -12.2178 6.8228
N -7.5476 -11.2046 2.6940
H -4.4356 -12.0712 2.9946
H -5.0201 -10.5960 2.5063
H -5.2652 -12.0370 1.3940
H -6.6788 -13.0687 3.2304
H -7.2371 -11.5903 5.1969
H -6.0593 -10.4072 4.8076
H -4.4974 -11.4029 7.0404
H -4.8602 -13.2066 7.1438
H -6.1508 -11.9941 7.2821
H -7.5910 -10.2543 3.0333
H -7.2793 -11.0653 1.7304
C -4.9458 -4.6917 -3.5391
C -5.3497 -5.6938 -2.5358
C -6.3836 -5.0390 -1.5650
O -5.8066 -4.0930 -0.7398
C -6.6765 -3.2397 -0.0828
N -6.0632 -6.8242 -3.2346
H -4.6684 -3.6936 -3.2000
H -5.7641 -4.6052 -4.2539
H -4.1674 -5.1268 -4.1658
H -4.4821 -6.0754 -1.9975
H -6.9559 -5.7661 -0.9890
H -7.1131 -4.6035 -2.2478
H -7.2062 -2.5944 -0.7837
H -6.1579 -2.6325 0.6591
H -7.4063 -3.8954 0.3919
H -5.4316 -7.0877 -3.9774
H -6.8043 -6.2969 -3.6738
C 1.3877 -12.9899 4.5117
C 2.1431 -11.7090 4.2416
C 2.2863 -10.8482 5.5399
O 2.6005 -9.5029 5.1398
C 3.0877 -8.7416 6.2516
N 3.3896 -11.9325 3.5610
H 0.4417 -12.7489 4.9966
H 1.8842 -13.7000 5.1730
H 1.2223 -13.5801 3.6103
H 1.5070 -11.2162 3.5064
H 3.0827 -11.2500 6.1664
H 1.3674 -10.7931 6.1236
H 4.0063 -9.0806 6.7305
H 2.2291 -8.4796 6.8697
H 3.3834 -7.7769 5.8393
H 3.9568 -12.2882 4.3172
H 3.9367 -11.0892 3.4629
C -0.4842 -15.9470 6.9624
C -0.9114 -15.9506 8.3744
C -1.9798 -14.8628 8.8142
O -1.4953 -13.6115 8.4356
C -2.2643 -12.5672 8.9881
N -1.5267 -17.3149 8.4544
H 0.3168 -16.6484 6.7289
H -0.1055 -14.9659 6.6758
H -1.2621 -16.1614 6.2296
H 0.0180 -15.9044 8.9420
H -2.1515 -15.1040 9.8632
H -2.9079 -14.8396 8.2431
H -3.2950 -12.4371 8.6582
H -1.7288 -11.6618 8.7028
H -2.2214 -12.4722 10.0731
H -0.7937 -17.9527 8.1786
H -1.6469 -17.4927 9.4413
C -2.7693 -4.8057 5.9880
C -2.4270 -6.3072 6.0498
C -3.6712 -7.2327 5.9248
O -4.7053 -6.7432 6.7490
C -5.9010 -7.5390 6.7923
N -1.5005 -6.4932 4.9712
H -3.1608 -4.4820 5.0236
H -1.9166 -4.1982 6.2913
H -3.4995 -4.4716 6.7251
H -1.7901 -6.4900 6.9153
H -3.5524 -8.2804 6.2011
H -4.0479 -7.2063 4.9024
H -5.8327 -8.5378 7.2234
H -6.2358 -7.6702 5.7633
H -6.7181 -7.0956 7.3614
H -1.4686 -7.4940 4.8393
H -1.9747 -6.3626 4.0891

***

Number 1: lowest unoccupied orbital energy 1.0 eV. Number 2: lowest unoccupied orbital energy 0.5 eV. Number 3: lowest unoccupied orbital energy 0.8 eV. Number 4: lowest unoccupied orbital energy -0.7 eV. Number 5: lowest unoccupied orbital energy -3.4 eV. Number 6: lowest unoccupied orbital energy -4.7 eV. Number 7: lowest unoccupied orbital energy -5.4 eV. Number 8: lowest unoccupied orbital energy 0.5 eV.